The following is a quantum chemistry calculation of C19H37EuN2P as an isolated structure, from the OMol25 dataset.

Positions of all 60 atoms, in Å:
C  -3.41  1.20  -3.55
C  -4.31  0.98  -2.44
C  -4.22  -0.40  -2.07
C  -3.28  -1.03  -2.95
C  -2.77  -0.05  -3.84
Eu  -1.32  1.59  -1.48
N  1.42  1.51  -3.54
C  -2.40  3.49  -1.00
C  -2.42  3.33  0.36
H  -4.80  -0.88  -1.29
H  -4.96  1.73  -1.99
H  -3.03  -2.09  -2.96
H  -2.07  -0.21  -4.67
H  -3.31  2.14  -4.11
H  -3.34  2.97  0.86
H  -1.58  4.14  -1.43
H  1.13  2.50  -3.38
H  -1.69  3.86  0.95
H  -3.23  3.23  -1.69
C  2.74  0.69  -0.94
C  2.00  -0.64  -0.76
C  1.31  -1.04  -2.08
C  3.06  -1.69  -0.42
P  0.71  -0.49  0.69
N  -0.56  0.06  -0.09
C  0.50  -2.22  1.58
C  1.73  -2.77  2.34
C  -0.63  -2.15  2.62
C  0.10  -3.27  0.54
C  0.94  0.90  1.99
C  -0.38  1.18  2.71
C  2.02  0.52  3.00
C  1.33  2.21  1.30
H  3.42  0.62  -1.81
H  3.36  0.93  -0.06
H  2.07  1.52  -1.15
H  2.07  -1.35  -2.81
H  0.59  -1.85  -1.95
H  0.78  -0.19  -2.55
H  3.58  -1.47  0.52
H  2.65  -2.71  -0.39
H  3.82  -1.69  -1.22
H  2.11  -2.10  3.11
H  1.43  -3.69  2.86
H  2.57  -3.04  1.70
H  -1.52  -1.68  2.21
H  -0.90  -3.17  2.93
H  -0.33  -1.62  3.54
H  -0.74  -2.92  -0.06
H  0.92  -3.55  -0.12
H  -0.21  -4.19  1.05
H  -0.69  0.37  3.37
H  -0.27  2.08  3.34
H  -1.18  1.37  2.00
H  2.93  0.14  2.53
H  2.31  1.40  3.58
H  1.68  -0.22  3.73
H  2.40  2.27  1.06
H  0.74  2.37  0.39
H  1.12  3.07  1.95

- orbital gap (alpha / beta) (Ha) = 0.228 / 0.202
- total charge = -1
- ⟨S²⟩ = 12.026
- multiplicity = 7